Entry from the Open Molecules 2025 dataset: C20H43N2P3SW as an isolated structure (the ωB97M-V functional and the def2-TZVPD basis).

XYZ file:
```
70
Properties=species:S:1:pos:R:3:forces:R:3
W 0.618070 0.426786 -0.060332 -2.7 1.6 3.1
P 2.589360 0.351470 1.261414 3.4 -1.7 2.0
P -1.040610 0.151072 1.963630 -1.0 -1.0 1.0
P 1.052727 1.016871 -2.254001 0.2 1.1 -4.1
H 1.342828 2.543671 2.226247 -0.8 1.3 0.5
C 0.426826 2.882123 1.716619 0.9 -0.4 0.5
C -0.709555 3.375024 2.360126 1.3 -1.7 -2.0
H -0.662597 3.695786 3.424686 -0.1 -0.3 -0.9
C 3.427393 1.492226 2.465991 -0.6 0.9 0.3
C 2.244134 -1.160731 2.290350 -0.1 0.0 0.0
C 4.065105 -0.135054 0.301509 -0.2 -0.2 -0.5
C -2.780403 0.433855 1.463490 0.1 0.6 0.1
C -1.248034 -1.676801 2.222873 0.5 -0.1 -0.4
C -0.851316 0.553964 3.771426 0.0 0.5 -0.2
C -0.552060 1.225298 -3.139942 -0.2 0.2 0.3
C 1.701071 -0.490421 -3.090569 0.1 -0.5 0.5
C 2.203972 2.309506 -2.790354 0.1 0.2 0.2
H 0.761399 2.897595 0.550052 -1.4 -0.2 1.9
H -1.680733 3.262481 1.799902 1.0 1.1 0.8
H 4.332255 1.024398 2.901031 -0.5 -0.3 -0.5
H 2.787802 1.772064 3.313229 0.1 -0.2 -0.2
H 3.748834 2.428099 1.986240 -0.1 -0.3 0.0
H 3.150315 -1.531647 2.803818 -0.3 0.4 -0.2
H 1.884766 -1.958716 1.630729 0.2 0.0 0.1
H 1.448599 -0.972953 3.024881 0.4 0.0 -0.1
H 4.943069 -0.266710 0.940124 -0.2 0.1 0.1
H 4.309075 0.607326 -0.457823 0.0 0.1 0.0
H 3.887257 -1.081195 -0.206614 0.0 -0.1 -0.1
H -3.391244 0.071263 2.310065 0.1 0.3 -0.4
H -3.017759 -0.156023 0.556775 0.2 0.4 0.5
H -2.970759 1.499395 1.278363 -0.2 -0.4 0.0
H -1.626080 -1.776540 3.247225 0.1 -0.3 -0.3
H -0.306250 -2.233398 2.124060 -0.4 0.0 0.2
H -1.999999 -2.063127 1.519244 0.3 0.1 0.3
H -1.627214 -0.031764 4.295510 0.3 0.4 -0.2
H -0.976095 1.619246 4.003592 0.0 -0.5 -0.1
H 0.130002 0.233912 4.151913 -0.3 0.1 -0.2
H -0.329295 1.572996 -4.160762 0.0 -0.2 0.2
H -1.202187 1.977385 -2.656449 0.3 -0.4 -0.4
H -1.080886 0.258991 -3.174827 0.3 0.4 -0.1
H 2.098644 -0.183969 -4.072545 -0.1 0.0 0.4
H 0.892545 -1.224023 -3.245367 0.3 0.3 0.1
H 2.499931 -0.943925 -2.487184 -0.1 0.0 -0.4
H 2.363187 2.196701 -3.874777 -0.1 0.1 0.3
H 3.164966 2.168607 -2.278995 -0.2 0.1 -0.2
H 1.800234 3.301475 -2.552488 0.1 -0.2 -0.1
C -0.573450 5.169429 -0.862625 0.4 -0.4 0.1
C 0.648664 5.822957 -0.544950 0.1 1.2 0.1
C 0.682212 7.225081 -0.483501 0.9 -1.4 0.1
C -0.450168 8.001892 -0.746938 -0.4 -0.2 -0.1
C -1.634781 7.348210 -1.129525 -0.4 -0.4 -0.2
C -1.705302 5.960317 -1.203245 -0.7 0.8 0.0
S -0.763635 3.456918 -0.853278 -0.7 0.7 -1.1
H 1.522377 -0.984085 -0.101576 0.0 0.3 -0.2
H 1.536030 5.223548 -0.334449 -0.2 0.3 0.0
H 1.618217 7.716734 -0.237023 -0.1 -0.1 0.0
H -0.416866 9.097079 -0.663518 0.0 -0.6 -0.1
H -2.505599 7.953148 -1.372053 0.1 -0.2 0.0
H -2.632662 5.459054 -1.505024 0.4 0.3 0.2
C -0.221905 -4.384960 -0.714569 0.5 0.0 0.4
N -1.120266 -3.285644 -1.224129 -0.9 0.6 0.6
C -2.267708 -3.674493 -2.087582 -1.1 0.3 -0.5
C -1.049838 -2.063651 -0.820545 2.4 -0.5 -1.4
N -0.614980 -0.949628 -0.700262 -1.1 -2.4 0.1
H -0.656362 -5.336501 -1.032966 0.0 0.3 0.1
H -0.175600 -4.364553 0.383185 -0.1 0.0 -0.4
H 0.790848 -4.300670 -1.137347 -0.4 0.2 0.0
H -3.189201 -3.227229 -1.702607 0.1 -0.1 0.0
H -2.123147 -3.322560 -3.114047 0.2 0.0 0.2
H -2.411303 -4.752766 -2.110510 0.3 0.1 0.2
```
Positions in Å, forces in eV/Å.

The calculation puts the HOMO-LUMO gap (spin up / spin down) at 4.00 / 4.66 eV. The spin multiplicity is 3. As for the charge: +4. As for the energy: -2384.93776 hartree. The energy above the lowest of the compared OMol25 structures with the same formula, charge and spin comes out at 23.9 kcal per mole. The largest force on an atom comes out at 4.4 eV/Å. As for the HOMO energy (spin up / spin down): -19.01 / -19.47 eV.